Arrangement A

Molecular formula: C6H10N2O2
Method: DFT, ωB97M-V with the def2-TZVPD basis set

Element x y z (Å)
N 0.44410 4.68985 0.56986
C -0.30473 3.44437 0.68288
C 0.65590 2.31902 0.97860
N 0.75069 1.30136 1.69196
C -1.43094 3.49621 1.68668
C -2.54357 2.47490 1.99734
C -2.89272 3.82476 2.65330
C -1.44272 3.93720 3.16765
O -2.47185 4.50763 1.41005
H -0.05064 5.33713 -0.03626
H 0.54164 5.16066 1.46603
H -0.74684 3.21018 -0.29847
H -3.16575 2.18957 1.14154
H -2.28441 1.63414 2.65007
H -3.82838 4.15754 3.11484
H -1.10000 3.21147 3.91469
H -1.09322 4.95730 3.36497
O 2.20342 2.78497 0.84242
H 2.01998 3.72195 0.58393
H 2.00281 1.33844 1.73002

Results
HOMO level in eV: -9.79
Net charge: 0
LUMO in hartree: 0.02855

Arrangement B

Molecular formula: C6H10N2O2
Method: DFT, ωB97M-V with the def2-TZVPD basis set

Element x y z (Å)
C -2.04247 1.08062 0.11449
C -1.11482 -0.25760 0.07854
C -0.69855 -0.67635 -1.27829
N 0.34600 0.20833 -1.71629
N 1.54098 0.23131 -0.97753
C 1.28867 0.00415 0.35640
C 2.53054 -0.14330 1.10288
O 3.64500 -0.18453 0.65129
C 0.05189 -0.11697 0.92146
O -0.01022 -0.25344 2.31791
H -1.49300 1.98149 -0.27000
H -2.30254 1.30260 1.18064
H -2.96832 0.85764 -0.56214
H -1.67629 -1.12738 0.50323
H -0.40272 -1.79625 -1.07803
H -1.39945 -0.49586 -2.04786
H 0.45320 0.21061 -2.71406
H 2.41136 0.14961 -1.40949
H 2.48041 -0.14876 2.19702
H -0.63968 -0.82590 2.62983

Results
SMILES: C[C@H]1CNNC(C=O)=C1O
HOMO level in eV: -7.26
Net charge: 0
LUMO in hartree: 0.02291

Arrangement C

Molecular formula: C6H10N2O2
Method: DFT, ωB97M-V with the def2-TZVPD basis set

Element x y z (Å)
C -1.88817 0.25473 -0.08954
C -0.37979 0.47858 -0.01262
C -0.00094 1.96085 -0.05715
O -0.81672 2.84803 -0.05323
C 0.17777 -0.07435 1.28637
N -0.18783 -1.10404 1.98600
C 0.31032 -0.16651 -1.22540
C 1.68977 -0.70227 -1.20764
N 0.53803 -1.60138 -1.30645
H -2.28166 0.77390 -0.97179
H -2.11542 -0.81612 -0.17315
H -2.40154 0.65818 0.79237
H 1.08683 2.16672 -0.12309
H -0.05338 0.27190 -2.15986
H 2.30200 -0.62104 -2.10691
H 2.24220 -0.67688 -0.26699
H 0.36220 -2.06215 -0.41489
O 1.27115 0.40241 1.82177
H -1.04404 -1.51397 1.62281
H 1.18919 -0.47659 2.65939

Results
HOMO level in eV: -9.89
Net charge: 0
LUMO in hartree: 0.02882

Which one is most stable, and which one is least stable? arrangement C is the most stable of them, while arrangement A is the least stable.